Molecular formula: CH5Cl2N2PS
Method: DFT, ωB97M-V/def2-TZVPD

The geometry in ORCA input format:
```
! wB97M-V def2-TZVPD RIJCOSX def2/J DEFGRID3
* xyz 0 1
C 1.3985 1.1878 0.9442
N 0.4932 0.1887 1.2709
P -0.3155 -0.7020 0.0370
N -0.7651 -1.9579 -1.6024
Cl -1.4957 -1.6968 1.1543
S -1.3042 0.8413 -1.1430
Cl -2.4249 1.5344 0.3641
H 2.5628 0.9694 1.2144
H 1.3058 1.6717 -0.0651
H 1.1951 2.0421 1.7700
H -0.3733 -1.2237 -2.2331
H -0.2767 -2.8549 -1.7112
*
```

Summary:
E_LUMO ... -1.24 eV
Strongest force on any atom ... 4.89 eV/Å
SMILES string ... CN=[P@@](N)(Cl)SCl
Calculated total energy ... -49264.56777 eV
Gap between HOMO and LUMO ... 0.2790 hartree
ΔE to the lowest compared entry with this formula, charge and spin ... 325.2 kJ/mol
HOMO ... -0.3246 Eh

***

Molecular formula: C24H88N6O17
Method: DFT, ωB97M-V/def2-TZVPD

The geometry in ORCA input format:
```
! wB97M-V def2-TZVPD RIJCOSX def2/J DEFGRID3
* xyz 0 1
C -1.0193 -3.3918 3.6419
C 0.3980 -3.8793 3.4503
C 0.5975 -4.6113 2.1410
O -0.2425 -5.7769 2.0874
C -0.2800 -6.3535 0.8018
N 1.3661 -2.7559 3.5249
H -1.1050 -3.0001 4.6537
H -1.7077 -4.2208 3.4785
H -1.2417 -2.6198 2.9023
H 0.7109 -4.5531 4.2525
H 1.5887 -5.0820 2.2066
H 0.5218 -3.9150 1.3004
H -0.8146 -5.7845 0.0314
H -0.9454 -7.2084 0.9470
H 0.6760 -6.6724 0.3805
H 2.2676 -3.2223 3.6120
H 1.4558 -2.3045 2.6100
C -2.2836 4.3478 7.4754
C -1.2511 4.2272 6.3469
C -1.8719 3.9646 4.9723
O -2.4568 2.6945 4.9890
C -3.1611 2.3660 3.8120
N -0.5555 5.5099 6.3415
H -2.5224 3.3454 7.8436
H -3.1981 4.8066 7.1038
H -1.8907 4.8581 8.3524
H -0.5853 3.3650 6.4875
H -1.1910 4.1703 4.1380
H -2.6817 4.7066 4.8638
H -3.5341 1.3487 3.9157
H -2.5049 2.3374 2.9382
H -4.0035 3.0404 3.6440
H -0.1693 5.7542 7.2431
H 0.2561 5.5291 5.7279
C -0.9230 1.4527 0.7518
C -0.8192 0.1704 -0.0480
C 0.0737 -0.9347 0.5724
O 1.4347 -0.5604 0.7680
C 2.1302 -0.4306 -0.4785
N -2.1227 -0.3837 -0.3994
H -1.0425 1.1557 1.8001
H -1.7895 2.0839 0.5455
H -0.0577 2.1052 0.6431
H -0.3232 0.3475 -1.0125
H -0.0587 -1.8706 0.0166
H -0.2573 -1.1391 1.5961
H 1.8468 0.4852 -0.9948
H 1.9544 -1.2949 -1.1247
H 3.1746 -0.4362 -0.1767
H -2.6938 -0.4348 0.4551
H -2.0617 -1.3647 -0.6613
C 3.2652 -3.6530 -2.5086
C 4.2797 -3.3804 -3.5835
C 3.6534 -3.1354 -4.9382
O 2.8623 -4.2701 -5.2568
C 2.2423 -4.1743 -6.5005
N 5.2986 -2.3879 -3.1502
H 3.5667 -3.8834 -1.4865
H 2.6866 -4.5413 -2.7819
H 2.5085 -2.8592 -2.4980
H 4.8349 -4.3319 -3.6133
H 4.4703 -3.0939 -5.6691
H 3.0348 -2.2328 -4.9524
H 1.4428 -4.9153 -6.5047
H 2.8884 -4.2696 -7.3834
H 1.7340 -3.2262 -6.7392
H 5.6110 -2.6861 -2.2319
H 6.1009 -2.5478 -3.7544
C -0.9056 -4.0973 -2.3759
C -0.8717 -2.8717 -3.2760
C 0.1534 -2.9341 -4.3963
O 0.4434 -1.6882 -5.0069
C 0.7876 -0.6510 -4.0949
N -2.2618 -2.7667 -3.8012
H 0.0756 -4.3257 -1.9405
H -1.2600 -4.9812 -2.9070
H -1.5114 -3.9192 -1.4865
H -0.7581 -1.9722 -2.6692
H -0.1213 -3.5937 -5.2210
H 1.0460 -3.4463 -4.0053
H -0.1294 -0.3908 -3.5619
H 1.2993 0.1650 -4.5932
H 1.4701 -1.0030 -3.3112
H -2.4924 -3.5325 -4.4255
H -2.3036 -1.9129 -4.3535
C -1.9943 4.9452 1.0125
C -2.6882 5.7015 -0.1337
C -2.2373 7.1480 -0.0637
O -2.7507 7.9958 -1.0901
C -4.1772 8.0653 -1.0874
N -2.1932 5.1013 -1.3926
H -1.9765 5.4445 1.9852
H -0.9297 4.7855 0.8334
H -2.5343 4.0063 1.1323
H -3.7747 5.6445 -0.1764
H -1.1589 7.2186 -0.2422
H -2.3456 7.5660 0.9454
H -4.5704 8.1549 -0.0721
H -4.6061 7.2010 -1.5959
H -4.4330 8.9829 -1.6133
H -1.2360 5.4382 -1.5158
H -2.6195 5.6368 -2.1526
O 2.0815 1.9165 2.4773
H 1.8533 1.0564 2.0930
H 2.1807 2.4996 1.7184
O 0.7139 2.2574 -2.5044
H 1.1680 2.6945 -3.2330
H 0.9049 2.8075 -1.7347
O 4.6594 1.7199 -0.9262
H 5.3377 1.2631 -0.4061
H 4.3803 1.0764 -1.5951
O 5.9561 -0.3295 0.7642
H 6.5584 -0.3869 1.5121
H 5.4923 -1.1898 0.7516
O 3.6805 -0.0651 -3.1811
H 3.8610 0.2491 -4.0728
H 4.2962 -0.8276 -3.0551
O -4.1470 -2.3809 -1.6145
H -4.1210 -1.4307 -1.7825
H -3.9162 -2.7851 -2.4676
O -0.0892 -0.1903 4.6790
H 0.3858 -0.9066 4.2322
H 0.5821 0.2575 5.2034
O -2.1174 2.1110 -2.1587
H -1.1837 1.8581 -2.2112
H -2.1077 3.0440 -1.8905
O -3.7024 -1.3549 1.7995
H -3.8559 -2.2981 1.6628
H -4.5508 -0.9423 1.5987
O 4.4941 -2.6459 1.2473
H 4.5288 -2.7522 2.2057
H 4.4417 -3.5442 0.9009
O -4.0471 1.6059 -0.1627
H -4.3842 0.9981 0.5025
H -3.3348 1.1180 -0.6169
*
```

Summary:
E_LUMO ... -0.29 eV
Strongest force on any atom ... 2.49 eV/Å
Calculated total energy ... -70060.53177 eV
Gap between HOMO and LUMO ... 0.3095 hartree
ΔE to the lowest compared entry with this formula, charge and spin ... 71.3 kJ/mol
HOMO ... -0.3203 Eh

***

Molecular formula: C2HBr2NO
Method: DFT, ωB97M-V/def2-TZVPD

The geometry in ORCA input format:
```
! wB97M-V def2-TZVPD RIJCOSX def2/J DEFGRID3
* xyz 0 1
C -0.0387 0.5910 1.1393
C -2.2431 -0.1203 1.2516
N -0.7955 -0.2040 1.7167
O 0.8928 1.1788 0.8416
Br -2.0553 1.6680 0.2727
Br -2.2435 -1.7036 0.0091
H -0.6207 -1.1369 2.1949
*
```

Summary:
E_LUMO (spin up / spin down) ... -0.85 / -0.85 eV
Strongest force on any atom ... 3.41 eV/Å
Calculated total energy ... -145708.96701 eV
Gap between HOMO and LUMO (spin up / spin down) ... 0.2805 / 0.2805 hartree
ΔE to the lowest compared entry with this formula, charge and spin ... 247.3 kJ/mol
HOMO (spin up / spin down) ... -0.3116 / -0.3117 Eh

***

Molecular formula: C13H31Hg2O14S3V
Method: DFT, ωB97M-V/def2-TZVPD

The geometry in ORCA input format:
```
! wB97M-V def2-TZVPD RIJCOSX def2/J DEFGRID3
* xyz 4 3
Hg 2.2460 -0.0605 2.2224
Hg -1.1067 1.5193 -0.1714
O 2.1394 -2.1215 -1.6846
V 1.6198 -0.6507 -1.3498
C 2.3553 3.2584 -2.3545
C 0.9600 2.6793 -2.4122
C 0.2903 2.5825 -3.8081
O 0.8337 1.5481 -1.5620
H 2.6662 3.5464 -1.3503
H 2.2482 4.1421 -2.9836
H 3.0238 2.5499 -2.8436
H 0.4567 3.5021 -1.9045
H 0.8045 3.3115 -4.4344
H -0.7819 2.7573 -3.8981
H 0.3746 1.5670 -4.1950
C -0.1260 -1.0374 0.8107
O -0.4937 -0.8523 -0.3690
O 0.9092 -1.7285 0.9433
O 0.1229 0.0894 1.2795
O 0.2089 -3.4223 -3.7269
S -0.3316 -2.1216 -3.8529
O 0.3360 -0.9619 -3.1475
O -0.3979 -1.7125 -5.4835
C -1.0170 -2.7070 -6.2921
C -1.2773 -2.0680 -7.6218
C -2.1611 -2.2218 -3.3913
H -1.9140 -3.0941 -5.8087
H -0.3029 -3.5173 -6.4393
H -1.0753 -2.7701 -8.4307
H -0.7473 -1.1854 -7.9796
H -2.3464 -1.8552 -7.6267
H -2.2777 -3.3055 -3.3771
H -2.8516 -1.8732 -4.1593
H -2.4116 -1.9007 -2.3802
O 1.9006 -2.0111 3.6507
S 1.2189 -3.2818 3.9121
O 1.4178 -3.9703 5.1700
O -0.4603 -3.0473 3.6337
C -1.3430 -4.0176 4.3391
C -1.6908 -3.5422 5.7518
C 1.6826 -4.4879 2.5986
H -0.9301 -5.0261 4.3623
H -2.1488 -4.2038 3.6291
H -2.3901 -2.7100 5.6719
H -0.8813 -3.1993 6.3961
H -2.0978 -4.2917 6.4306
H 1.0186 -5.3512 2.6420
H 2.6985 -4.8385 2.7807
H 1.6657 -4.0163 1.6160
O 1.7895 2.2344 1.9709
S 0.9319 3.4200 1.8993
O 0.0828 3.6953 0.7638
O -0.1544 3.1676 3.1653
C -1.3314 4.0046 3.4315
C -1.1055 5.1172 4.4570
C 1.6515 4.9724 2.6278
H -2.0029 3.3088 3.9346
H -1.7649 4.2597 2.4645
H -2.0153 5.7076 4.5663
H -0.3669 5.8433 4.1173
H -0.8330 4.6612 5.4088
H 1.7184 4.7876 3.7000
H 1.0960 5.8935 2.4512
H 2.6681 5.0358 2.2398
*
```

Summary:
E_LUMO (spin up / spin down) ... -16.67 / -17.33 eV
Strongest force on any atom ... 7.12 eV/Å
Calculated total energy ... -109135.41093 eV
Gap between HOMO and LUMO (spin up / spin down) ... 0.1188 / 0.0945 hartree
<S²> ... 2.24
HOMO (spin up / spin down) ... -0.7315 / -0.7314 Eh

***

- The highest strongest force on any atom belongs to which entry?
  C13H31Hg2O14S3V

***

Repeat the first record exactly.
Molecular formula: CH5Cl2N2PS
Method: DFT, ωB97M-V/def2-TZVPD

The geometry in ORCA input format:
```
! wB97M-V def2-TZVPD RIJCOSX def2/J DEFGRID3
* xyz 0 1
C 1.3985 1.1878 0.9442
N 0.4932 0.1887 1.2709
P -0.3155 -0.7020 0.0370
N -0.7651 -1.9579 -1.6024
Cl -1.4957 -1.6968 1.1543
S -1.3042 0.8413 -1.1430
Cl -2.4249 1.5344 0.3641
H 2.5628 0.9694 1.2144
H 1.3058 1.6717 -0.0651
H 1.1951 2.0421 1.7700
H -0.3733 -1.2237 -2.2331
H -0.2767 -2.8549 -1.7112
*
```

Summary:
E_LUMO ... -1.24 eV
Strongest force on any atom ... 4.89 eV/Å
SMILES string ... CN=[P@@](N)(Cl)SCl
Calculated total energy ... -49264.56777 eV
Gap between HOMO and LUMO ... 0.2790 hartree
ΔE to the lowest compared entry with this formula, charge and spin ... 325.2 kJ/mol
HOMO ... -0.3246 Eh

***

- Which value of strongest force on any atom does entry 2 give?
  2.49 eV/Å

***

Copy entry 3 word for word.
Molecular formula: C2HBr2NO
Method: DFT, ωB97M-V/def2-TZVPD

The geometry in ORCA input format:
```
! wB97M-V def2-TZVPD RIJCOSX def2/J DEFGRID3
* xyz 0 1
C -0.0387 0.5910 1.1393
C -2.2431 -0.1203 1.2516
N -0.7955 -0.2040 1.7167
O 0.8928 1.1788 0.8416
Br -2.0553 1.6680 0.2727
Br -2.2435 -1.7036 0.0091
H -0.6207 -1.1369 2.1949
*
```

Summary:
E_LUMO (spin up / spin down) ... -0.85 / -0.85 eV
Strongest force on any atom ... 3.41 eV/Å
Calculated total energy ... -145708.96701 eV
Gap between HOMO and LUMO (spin up / spin down) ... 0.2805 / 0.2805 hartree
ΔE to the lowest compared entry with this formula, charge and spin ... 247.3 kJ/mol
HOMO (spin up / spin down) ... -0.3116 / -0.3117 Eh